The following is a quantum chemistry calculation of a cluster of 9 separate species, C54H62N5 in total, from the Open Molecules 2025 dataset.

Last column: Mulliken charge in e.
Geometry (Å):
H -0.544 10.054 3.154  0.3877
C 0.157 7.640 0.885  -0.4938
C 3.312 2.465 0.625  -0.3359
H -1.894 4.696 5.851  0.4291
H -4.202 9.443 1.475  0.3918
H -0.044 -3.506 -5.848  0.4366
C -3.441 -6.484 1.304  -0.5558
H -2.573 -10.331 6.790  0.3621
H 3.187 -5.311 -7.337  0.3633
C -1.758 -0.732 -0.031  -0.3045
C -0.277 -2.706 -3.870  -0.3387
H -3.688 -7.576 9.868  0.3618
C -1.355 2.663 3.208  0.3022
C 0.091 -3.680 -4.788  -0.4975
C -0.364 9.066 2.752  -0.5418
C -5.498 8.018 0.530  -0.4380
C 1.789 2.735 -1.441  -0.4060
H 0.635 -4.277 -1.014  0.4656
H 6.598 -2.330 -3.935  0.4191
C 0.631 -4.881 -4.346  -0.5140
H -0.012 3.373 -0.628  0.0450
C 0.199 2.180 4.984  -0.8846
H 4.591 1.896 -1.067  0.2838
H 0.907 -5.644 -5.062  0.4169
H 6.754 0.003 -4.727  0.4418
H 0.296 5.544 1.318  0.4709
H 4.504 -0.984 -9.323  0.3806
H -0.647 8.079 4.636  0.3742
C 4.212 -1.931 -8.888  -0.5681
H -1.233 -3.377 1.905  0.4004
C -0.080 8.907 1.401  -0.5038
H -2.054 -3.898 -0.378  0.0977
C -3.112 -5.656 0.240  -0.6955
C 3.432 -0.135 -4.096  -0.3988
C -2.196 -5.071 2.800  -0.5050
C 3.652 -3.251 -6.958  -0.0049
C -5.650 6.705 0.105  -0.4506
H 3.503 -3.334 -5.891  0.2535
C 3.344 -1.449 -3.655  0.3883
H -4.737 4.771 -0.043  0.3620
C -0.075 -2.922 -2.515  -0.2381
C 4.021 -2.035 -7.517  0.0364
H -0.002 3.381 6.745  0.3993
H 2.207 3.129 -2.367  0.4283
H 4.178 -2.959 -10.770  0.3691
H 3.517 -5.122 -9.778  0.3722
N 0.317 2.982 -1.503  -0.4336
C -1.862 -4.246 1.735  -0.1819
H -0.706 -1.772 -4.214  0.3877
H 4.416 -3.261 -3.244  0.4537
C -0.187 6.690 3.067  -0.2920
H -2.754 4.244 3.582  0.4056
C -0.288 1.922 3.710  -0.0663
H 1.234 -6.042 -2.643  0.4274
H -2.932 -6.160 5.903  0.1637
N -1.521 -0.165 -1.193  -0.5349
C -1.446 3.915 5.252  -0.5284
H 3.047 4.249 -0.548  0.4811
C -3.283 7.513 1.321  0.0408
C 5.709 -1.716 -3.982  -0.3826
N -0.415 1.821 -1.795  0.0546
H -2.624 5.494 1.031  0.3929
C 5.797 -0.402 -4.423  -0.5828
C -3.413 -7.771 8.839  -0.3156
H 1.031 1.608 5.373  0.3973
C -3.140 -9.068 8.428  -0.4294
C -1.933 3.660 3.978  -0.7466
C -0.849 0.964 -0.892  0.4225
H -0.341 -2.155 -1.805  0.4328
H -4.054 -7.360 1.137  0.3840
H -1.305 -0.172 1.985  0.2285
C -2.717 -8.274 6.200  -0.2471
C -3.435 6.200 0.892  -0.2476
H 2.541 0.481 -4.146  0.4102
H -0.231 5.822 3.711  0.4821
H -0.567 1.620 -2.771  0.2255
H -3.547 -5.713 8.253  0.3551
C 2.442 3.403 -0.228  0.2756
C 4.153 1.463 -0.168  -1.2910
H -6.301 8.728 0.386  0.3729
C -0.419 7.956 3.585  -0.5037
C 4.030 -3.041 -9.702  -0.3821
C -2.985 -6.190 2.582  -0.0431
C 0.476 -4.117 -2.074  -0.4281
C -2.322 -4.537 0.457  0.1228
C -0.382 3.176 5.754  -0.3640
H 1.655 3.815 0.416  -0.5519
H -3.199 -9.884 9.137  0.3589
N -0.673 1.076 0.436  0.4655
C 4.483 -2.239 -3.596  -0.7428
H -2.363 7.823 1.792  0.2077
C -2.790 -9.320 7.109  -0.4482
C -4.317 8.420 1.140  -0.4914
H 0.180 1.139 3.117  0.2071
H 4.963 1.083 0.454  0.4246
H -3.244 -6.838 3.410  0.2081
C 4.659 0.391 -4.478  -0.6427
H 2.716 1.928 1.369  0.0415
C 3.659 -4.257 -9.144  -0.4401
C 0.817 -5.104 -2.987  -0.6167
C 0.106 6.533 1.720  -0.2049
C 3.472 -4.361 -7.772  -0.5676
H -2.446 -8.473 5.170  0.3352
H 4.159 -1.170 -6.882  0.2063
H 4.728 1.414 -4.826  0.4138
H -1.838 -4.845 3.796  0.3717
C -3.336 -6.724 7.931  -0.5597
H -0.042 9.772 0.752  0.3825
N -1.277 -0.024 0.987  -0.1906
H 0.378 7.519 -0.168  0.4009
H -6.572 6.393 -0.367  0.3712
H -3.469 -5.883 -0.756  0.4094
H 1.953 1.657 -1.460  0.2193
H -1.751 2.475 2.218  0.5218
C -4.618 5.795 0.288  -0.5003
H -0.200 1.807 0.945  0.0322
H -2.266 -1.675 0.120  0.6093
C -2.990 -6.977 6.611  0.0728
H 3.572 0.589 -0.469  0.3358
H 3.991 3.093 1.205  0.4309
H 2.386 -1.859 -3.357  0.2499

- largest force on an atom (eV/A) = 0.6
- 2S+1 = 1
- HOMO-LUMO gap (Ha) = 0.2871
- charge = +1
- highest occupied orbital energy (eV) = -10.568
- LUMO (eV) = -2.756
- energy (Ha) = -2368.36739

The following is a quantum chemistry calculation of a cluster of 7 separate species, C25H51NO14 in total at a distorted geometry, from the Open Molecules 2025 dataset.

Last column: Mulliken charge in e.
Geometry (Å):
C 0.111 0.634 0.342  -0.9460
C 1.022 1.325 -3.699  -0.7250
H 1.383 1.688 -4.660  0.3769
H 0.297 -0.403 0.105  0.2518
H 2.252 -4.810 -0.180  0.3532
C 3.021 -4.097 0.098  -1.1679
C -0.240 -2.182 -3.689  0.8068
H 0.678 1.271 -0.324  0.2218
O 0.046 0.521 2.626  -0.5972
C 4.500 0.404 0.080  -1.1303
H 1.096 0.675 5.385  0.1796
H -2.856 3.546 6.811  0.3326
H 0.635 -2.942 -7.491  0.3875
H 1.384 1.732 6.777  0.3670
H 0.279 -5.883 3.560  0.3770
C 3.507 -0.569 -0.505  0.7440
H -4.309 1.082 -5.487  0.4305
C -1.950 4.174 -0.423  0.5535
C -2.289 1.761 -5.207  -0.2672
H -1.851 -1.464 -2.490  0.2145
O 1.614 -4.497 2.932  -0.2878
H 1.756 -2.481 -0.564  -0.1148
O -1.189 4.469 4.446  -0.5635
H -0.909 -1.188 -6.659  0.3949
C 1.867 -2.174 3.374  -0.1104
H -1.526 6.182 0.192  0.3330
C 2.801 -2.797 -0.648  0.1290
H 0.147 -5.530 1.781  0.3028
O -2.843 2.753 1.663  -0.5419
H 0.675 -1.310 -5.840  0.2366
H -0.993 4.941 1.348  0.1914
C -4.959 3.923 1.695  -1.1049
O -0.261 -3.252 3.139  -0.5883
H -0.941 0.893 0.311  0.3139
H 5.198 0.687 -0.711  0.3458
O 0.911 -2.422 -3.745  -0.5160
H 2.568 1.747 5.527  0.3869
H 2.975 -2.890 -1.725  0.4624
C -2.836 3.394 5.734  -1.0805
H -4.854 4.529 2.594  0.2298
H 2.684 -2.392 4.060  0.3918
H 2.465 -6.587 1.552  0.2542
C -1.051 -2.206 -2.436  -0.6411
O -1.053 1.239 -4.793  -0.2604
C -0.309 -1.773 -5.974  -0.0721
H 2.361 -1.946 2.418  -0.1815
C 0.811 -5.678 2.625  -0.2495
N 0.651 0.932 1.689  1.2648
O -0.981 -1.903 -4.730  -0.3168
H -3.491 4.079 5.218  0.2886
H -1.488 -3.188 -2.292  0.3460
C -1.079 5.193 0.290  -1.1539
H -0.921 -3.610 -6.970  0.3327
H -3.148 2.379 5.493  0.2995
H -0.420 -1.916 -1.602  -0.1038
H 1.135 3.737 5.198  0.3749
H -3.500 0.351 -4.111  0.2169
O -3.287 4.259 0.060  -0.4100
H -1.503 3.189 -0.298  -0.2072
C 1.767 -6.826 2.359  -1.1322
O 1.726 1.517 1.762  -0.6157
H -2.531 2.609 -4.556  0.2704
C -0.441 1.676 -3.687  0.6845
H 3.947 1.301 0.368  0.2645
C -1.455 3.611 5.201  0.7965
H 2.961 -3.915 1.176  0.1830
C -3.576 3.577 1.179  0.8511
H -5.503 4.491 0.947  0.3381
C 0.944 -3.346 3.143  0.6405
C 1.499 1.636 5.690  -1.1526
H 2.310 -7.145 3.246  0.3163
H 4.991 0.059 0.980  0.3200
C -3.347 0.715 -5.127  -0.8957
H 1.292 -1.312 3.683  -0.0547
H 1.193 -7.694 2.024  0.3786
H 0.535 -3.781 -5.929  0.3374
O -0.612 2.694 5.585  -0.3172
C 0.003 -3.143 -6.625  -1.3628
H -5.508 3.019 1.938  0.3197
H 1.525 1.750 -2.845  0.2951
H 1.125 0.239 -3.643  0.0318
H -2.182 2.198 -6.198  0.2850
O 3.725 -1.827 -0.152  -0.3723
O 2.576 -0.256 -1.147  -0.3948
H 4.022 -4.496 -0.075  0.3272
C 0.719 2.737 5.039  0.1397
H 0.660 2.624 3.956  -0.0509
H -0.069 5.199 -0.122  0.3790
H -2.009 4.344 -1.492  0.2673
H -3.084 -0.149 -5.744  0.1244
O -0.994 2.300 -2.805  -0.5555

- largest force on an atom (eV/A) = 3.4
- 2S+1 = 1
- HOMO-LUMO gap (Ha) = 0.3820
- charge = 0
- highest occupied orbital energy (eV) = -9.763
- energy above the lowest of the compared OMol25 structures with the same formula, charge and spin (kcal per mole) = 0.00
- structure (SMILES) = C[N+](=O)[O-].CCOC(C)=O.CCOC(C)=O.CCOC(C)=O.CCOC(C)=O.CCOC(C)=O.CCOC(C)=O
- LUMO (eV) = 0.632
- energy (Ha) = -2091.26557